Here is an isolated ion of composition C2H2BrO2S2 and charge -1 at a distorted geometry from the Open Molecules 2025 dataset. Energies are from the ωB97M-V functional and the def2-TZVPD basis.

The geometry in ORCA input format:
```
! RIJCOSX wB97M-V def2-TZVPD def2/J DEFGRID3
* xyz -1 1
O 0.81992 -0.08459 1.62826
C 0.42123 0.59339 0.65241
O 0.55291 1.77023 0.42730
C -0.34911 -0.29845 -0.34492
S 0.13174 -1.98513 -0.10595
S -0.04454 0.27065 -1.93018
Br -2.40666 -0.06273 0.09957
H 0.85636 -1.64178 0.98388
H 0.01816 1.43841 -1.41036
*
```

Output
Kohn-Sham gap   8.26 eV
HOMO level   -5.1 eV
Total energy   -3598.34562 hartree
ΔE to the lowest compared entry with this formula, charge and spin   0.740 eV

Here is C2H2CeFO2 as an isolated structure at a distorted geometry from the Open Molecules 2025 dataset. Energies are from the ωB97M-V functional and the def2-TZVPD basis.

The geometry in ORCA input format:
```
! RIJCOSX wB97M-V def2-TZVPD def2/J DEFGRID3
* xyz 2 2
H -1.00845 0.31639 1.22684
O 0.30240 1.44209 -0.03568
C -0.58443 0.50470 0.16968
C 0.00239 -0.91112 0.07974
O 1.20558 -1.02838 -0.17147
F -1.65969 0.51180 -0.73728
H -0.67011 -1.78256 0.02141
Ce 2.41230 0.94708 -0.55323
*
```

Output
Kohn-Sham gap (alpha / beta)   8.01 / 8.60 eV
HOMO level (alpha / beta)   -19.3 / -19.3 eV
Total energy   -802.17197 hartree
ΔE to the lowest compared entry with this formula, charge and spin   0.000 eV

Here is an isolated molecule of C2H2Cl2 from the Open Molecules 2025 dataset. Energies are from the ωB97M-V functional and the def2-TZVPD basis.

The geometry in ORCA input format:
```
! RIJCOSX wB97M-V def2-TZVPD def2/J DEFGRID3
* xyz 0 1
C 0.00510 0.78257 -0.00653
C -0.00505 -0.53783 0.00550
Cl -1.47029 -1.45683 -0.00248
Cl 1.43933 -1.47162 -0.00223
H 0.94595 1.33328 -0.00060
H -0.91504 1.35043 0.00634
*
```

Output
Kohn-Sham gap   10.67 eV
HOMO level   -9.8 eV
Total energy   -997.76505 hartree
ΔE to the lowest compared entry with this formula, charge and spin   0.019 eV